# 1
The following is a DFT calculation (the ωB97M-V functional and the def2-TZVPD basis) of a structure of composition C5H7NO.

Results
gap between HOMO and LUMO (alpha / beta)	7.7079 / 7.7088	eV
energy	-324.60394	hartree
2S+1	1

Last column: natural (NBO) charge in e.
CARTESIAN COORDINATES (ANGSTROEM)
O  -1.11352  0.89589  -1.81077  -0.710
C  -0.59698  0.28187  -0.87316  0.501
H  -0.52631  -1.89740  -1.43587  0.236
H  1.39019  1.83250  -0.21551  0.190
H  -0.74836  1.75922  0.71078  0.431
C  -0.49581  -1.44087  0.70855  -0.297
H  1.55492  0.71908  -1.60747  0.212
H  1.80259  0.10143  0.09943  0.191
C  -0.56448  -0.20517  1.41671  0.031
H  -0.41364  -2.41176  1.17963  0.231
C  1.28016  0.79540  -0.56535  -0.594
H  -0.40826  -0.02539  2.47351  0.217
C  -0.50779  -1.17415  -0.62752  -0.187
N  -0.65271  0.76936  0.54702  -0.452

=====

# 2
The following is a DFT calculation (the ωB97M-V functional and the def2-TZVPD basis) of a cluster of 2 separate species, C5H14NO in total.

Results
gap between HOMO and LUMO	10.0065	eV
net charge	+1
energy	-328.59563	hartree
2S+1	1

Last column: natural (NBO) charge in e.
CARTESIAN COORDINATES (ANGSTROEM)
H  1.97265  -0.44992  2.52745  0.218
N  -1.50009  -0.47801  -0.79897  -0.699
H  -2.32885  -0.44090  -0.20712  0.452
H  -2.63287  -1.49124  -2.32276  0.244
H  0.92455  0.33358  -0.19247  0.123
H  -0.02076  -0.04993  -2.96081  0.225
H  1.83001  2.21390  1.65112  0.475
C  1.13372  0.57185  0.85431  0.101
H  -0.87474  -1.17990  -0.38952  0.448
C  -0.99878  -0.46074  -3.17076  -0.295
H  0.14080  1.16107  2.70282  0.247
H  -0.78867  -0.01917  1.81651  0.197
C  -0.11156  0.83321  1.69535  -0.664
H  -1.32365  -0.68710  -4.17508  0.254
H  -0.73469  1.60643  1.22867  0.208
H  2.92660  -0.70853  1.04891  0.242
C  -1.86544  -0.73902  -2.20706  -0.099
C  1.92365  -0.60841  1.45220  -0.619
O  1.97795  1.71537  0.84173  -0.702
H  1.33327  -1.51842  1.28479  0.185
H  -0.98306  0.39590  -0.67930  0.458

=====

# 3
The following is a DFT calculation (the ωB97M-V functional and the def2-TZVPD basis) of a structure of composition C13H26Cl4F3NO8V2.

Results
gap between HOMO and LUMO	4.6867	eV
energy	-5195.77762	hartree
2S+1	1

Last column: Mulliken charge in e.
CARTESIAN COORDINATES (ANGSTROEM)
H  -12.40109  -19.14670  10.06956  0.293
F  -17.31550  -20.03741  15.57789  -0.263
O  -15.77257  -15.85848  8.43071  -0.550
O  -15.26104  -21.60911  13.07372  -0.370
N  -15.37734  -16.70745  14.31075  -0.010
F  -17.94535  -21.66360  14.45110  -0.263
C  -12.92409  -16.83855  14.68876  -0.248
H  -13.98521  -16.58132  10.78633  -0.249
C  -13.44755  -21.80267  7.71175  0.329
Cl  -12.11950  -20.23078  6.00022  -0.190
O  -16.17840  -21.38520  9.79660  -0.600
H  -13.80034  -23.57836  11.84727  0.385
C  -12.47200  -18.08205  10.29223  -1.300
V  -16.57328  -19.85359  10.11968  1.408
H  -13.22923  -21.65988  13.59188  0.324
H  -13.56104  -20.50080  12.40732  -0.122
Cl  -14.70360  -12.26475  10.85392  -0.203
H  -14.06444  -22.30895  10.70450  -0.198
C  -13.61271  -22.51869  11.67407  -1.070
O  -13.78550  -17.31161  7.29306  -0.530
O  -15.00783  -18.04587  10.01158  -0.078
C  -15.88189  -20.53131  13.64720  0.342
C  -16.79745  -16.38373  14.59882  -0.859
V  -15.35181  -17.34681  7.82477  1.346
H  -11.88595  -17.80028  11.16702  0.421
H  -13.31941  -19.62439  7.88984  -0.627
O  -18.15723  -19.73291  10.24823  -0.563
C  -14.37519  -16.51677  15.12921  0.684
H  -12.22710  -13.11455  11.68742  0.286
C  -16.86720  -20.96168  14.78649  0.669
H  -13.01289  -17.30808  13.70909  -0.286
H  -17.22006  -17.20716  15.17456  0.243
H  -12.50706  -22.32771  7.54470  0.447
H  -15.20334  -19.80287  14.09111  0.173
C  -13.43272  -13.27093  10.02412  0.155
C  -13.93205  -17.66865  10.73176  1.381
C  -13.86635  -21.49863  12.72230  0.267
H  -13.47585  -12.97856  8.97495  0.339
Cl  -10.89947  -14.10384  9.96862  -0.194
H  -12.43343  -15.87626  14.54264  0.280
Cl  -14.46466  -22.82226  6.59907  -0.212
H  -16.92842  -15.42530  15.10117  0.316
C  -13.48978  -20.38942  7.13234  0.639
O  -14.47809  -15.88693  16.23155  -0.698
H  -14.39463  -20.20059  6.55469  0.208
H  -12.53865  -22.59892  11.50655  0.457
H  -11.73216  -11.99534  10.37940  0.359
H  -15.30021  -17.14610  13.40425  0.083
H  -17.17609  -16.34941  13.57727  0.313
O  -16.50964  -19.89007  12.51683  -0.617
H  -12.37571  -17.55444  15.30105  0.299
H  -13.69404  -14.32879  10.05113  -0.293
H  -14.14311  -17.96448  11.75940  -0.915
F  -16.17969  -21.71177  15.74587  -0.312
H  -11.93335  -17.43711  9.59797  0.344
C  -12.12474  -12.98572  10.60992  -0.443
H  -13.86271  -21.98507  8.70295  -0.529

=====

# 4
The following is a DFT calculation (the ωB97M-V functional and the def2-TZVPD basis) of the molecule C2H7N5O.

Results
gap between HOMO and LUMO	9.5305	eV
SMILES string	[H]/N=C(/N)N(O)/C=N\N
energy	-429.27436	hartree
2S+1	1

Last column: natural (NBO) charge in e.
CARTESIAN COORDINATES (ANGSTROEM)
H  0.50123  -2.40942  0.00648  0.391
N  0.48456  0.70005  -0.23125  -0.204
C  -0.68260  1.12854  0.54209  0.141
O  1.24484  1.83623  -0.28101  -0.530
N  0.12689  -1.55708  0.47319  -0.813
N  -1.84815  0.51678  0.44396  -0.227
H  1.93773  1.85508  0.39859  0.467
N  2.23766  -0.94752  -0.03599  -0.693
H  -1.25233  -0.11470  -1.28397  0.370
N  -2.00242  -0.42850  -0.55786  -0.684
H  -3.02787  -0.46467  -0.83722  0.400
H  2.61012  0.09044  -0.21189  0.289
C  0.98667  -0.51934  0.07661  0.505
H  -0.77026  -1.42338  0.07079  0.383
H  -0.54606  1.73748  1.42748  0.204

=====

# 5
The following is a DFT calculation (the ωB97M-V functional and the def2-TZVPD basis) of the molecule C29H29NO5S2.

Results
gap between HOMO and LUMO	7.5920	eV
SMILES string	COc1ccc([C@H](O[S@@](=O)(=C(c2ccccc2)S(=O)(=O)c2ccccc2)c2ccccc2)N(C)C)cc1
energy	-2349.65157	hartree
2S+1	1

Last column: natural (NBO) charge in e.
CARTESIAN COORDINATES (ANGSTROEM)
H  3.61322  1.39325  -0.51514  0.226
C  5.27494  -2.55878  -0.80529  -0.924
C  8.72490  -4.28490  -0.82140  -0.212
O  5.20996  -1.13751  -3.06387  -0.914
C  2.53912  -3.97700  -4.93818  -0.215
H  2.85628  2.48135  -3.84947  0.207
C  5.95110  -1.80240  0.26110  -0.028
H  2.52913  -3.67322  -1.05179  0.250
H  9.55133  -3.07732  -4.42022  0.216
H  2.58352  -4.07628  -6.01997  0.224
C  0.16817  -1.60383  -1.48316  -0.165
O  -1.47726  -2.08924  1.70250  -0.497
H  2.20473  0.90327  -4.38243  0.205
H  1.59490  0.97413  0.20858  0.211
H  1.04176  -5.50046  -4.67357  0.220
C  -0.75546  -2.02088  -0.53872  -0.267
H  2.17808  -0.81774  -3.02931  0.215
H  -1.88955  -0.71403  3.24929  0.183
C  7.45828  -1.92607  2.18325  -0.220
H  3.79229  2.66985  -1.75939  0.207
C  7.67569  -0.54809  2.12570  -0.246
H  6.21562  -3.54674  1.50522  0.236
C  3.36181  -3.03941  -4.31036  -0.172
H  -0.32822  -1.61796  3.43861  0.190
H  -1.90134  -2.48380  3.61800  0.207
C  6.52771  -2.52063  1.33527  -0.189
C  2.17166  1.66929  -3.59464  -0.391
C  0.01761  -0.27804  0.98154  -0.325
H  7.13457  1.30328  1.16065  0.209
C  1.07199  -0.57579  -1.18374  -0.160
S  5.99092  -4.13851  -1.22208  2.184
C  1.69683  -4.70585  -2.78115  -0.159
C  -1.37712  -1.67783  3.09498  -0.258
C  3.09349  1.94537  -1.31293  -0.414
N  2.61043  1.05912  -2.34681  -0.474
C  2.25345  -0.26580  -2.07183  0.296
H  7.99572  -2.54655  2.89498  0.211
C  7.99939  -3.51394  -3.00070  -0.204
O  5.42155  -4.53575  -2.49783  -0.983
C  10.37247  -3.67194  -2.50482  -0.196
H  7.19888  -3.29513  -3.70197  0.241
H  0.19864  -2.05878  -2.46813  0.221
O  3.46429  -0.94263  -1.20704  -0.751
C  6.15101  -0.39112  0.23693  -0.241
H  10.84797  -4.43849  -0.53189  0.216
S  4.43213  -1.84427  -2.06400  2.145
H  1.14472  2.08258  -3.49736  0.181
H  4.01503  -2.37994  -4.88745  0.247
H  1.07871  -5.35388  -2.16350  0.218
C  7.70362  -3.91554  -1.69748  -0.238
H  11.41661  -3.53203  -2.81261  0.217
H  5.67042  0.22155  -0.53835  0.211
H  -1.42705  -2.85524  -0.72683  0.230
C  6.99286  0.22135  1.17836  -0.196
O  5.91489  -5.03371  -0.09178  -0.936
C  10.05885  -4.15472  -1.22623  -0.217
H  8.47243  -4.66210  0.16746  0.239
H  -0.03813  0.27790  1.92898  0.224
H  8.38646  -0.08075  2.81738  0.210
C  3.35423  -2.96762  -2.90511  -0.308
H  2.27449  2.53523  -0.86303  0.174
C  9.33424  -3.39093  -3.40084  -0.217
C  -0.75206  -1.44726  0.75231  0.333
C  2.52156  -3.78152  -2.13796  -0.182
C  0.95305  0.11422  0.01759  -0.105
C  1.69420  -4.78545  -4.17784  -0.200

=====

# 6
The following is a DFT calculation (the ωB97M-V functional and the def2-TZVPD basis) of the molecule C5H5N3O.

Results
gap between HOMO and LUMO	7.9538	eV
SMILES string	O=CC1=CN=CNN=C1
energy	-432.80459	hartree
2S+1	1

Last column: natural (NBO) charge in e.
CARTESIAN COORDINATES (ANGSTROEM)
H  1.40000  -1.54992  0.11689  0.225
H  0.33415  2.42246  -0.56148  0.209
C  0.07706  1.32144  -0.16185  0.090
H  -3.10414  0.49727  0.80446  0.197
C  0.42099  -1.00323  -0.06813  0.020
N  -0.56934  -1.79190  0.08770  -0.189
N  -1.78156  -1.14658  -0.25364  -0.582
O  3.09370  -0.70668  0.12869  -0.521
C  2.37441  0.36559  -0.01279  0.395
H  3.03453  1.34520  0.33063  0.165
C  -2.08449  0.30569  0.24341  0.336
C  0.86352  0.43260  -0.27608  -0.261
N  -1.37690  1.30154  0.09966  -0.488
H  -2.68193  -1.79349  -0.47746  0.403

=====

Question: Which of these has the highest energy?
Answer: C5H7NO